No. 1
Below is one molecule with the formula C20H22F3N3O3, with properties calculated with ωB97M-V with the def2-TZVPD basis set.

The energy above the lowest of the compared OMol25 structures with the same formula, charge and spin comes out at 0.213 eV. The total energy comes out at -39863.537 eV. Its largest force on an atom is 0.609 eV Å⁻¹. The highest occupied orbital energy is -8.9909 eV.

ORCA input file:
```
! wB97M-V def2-TZVPD RIJCOSX def2/J DEFGRID3
* xyz 0 1
O 3.7373 -3.4159 -0.1622
C 2.8181 -2.6212 -0.1289
C 2.5866 -1.6354 -1.1780
C 3.2417 -1.6305 -2.4052
N 2.8205 -0.5711 -3.1019
C 1.9078 0.1414 -2.3739
C 1.7434 -0.4954 -1.1662
H 1.1267 -0.1755 -0.3499
C 1.3544 1.3723 -2.9674
O 1.8038 1.8158 -4.0133
N 0.3354 1.9306 -2.2869
H 0.0001 1.5116 -1.4355
C -0.2674 3.1874 -2.6537
C 0.1149 4.3093 -1.6812
C -0.1120 3.9081 -0.2185
N -1.3763 3.2157 -0.0312
C -1.4323 2.4821 1.2234
C -2.7474 1.7033 1.2873
H -2.8394 1.1777 2.2388
O -3.8551 2.5666 1.2000
C -3.8073 3.3005 0.0012
C -2.5179 4.1150 -0.1017
H -2.5023 4.6467 -1.0534
H -2.4913 4.8553 0.7179
H -4.6784 3.9578 0.0067
H -3.8705 2.6156 -0.8584
H -2.7761 0.9759 0.4624
H -0.5929 1.7829 1.2715
H -1.3720 3.1602 2.0929
H 0.6854 3.2245 0.0865
H -0.0378 4.8051 0.4207
H 1.1700 4.5572 -1.8053
H -0.4672 5.1962 -1.9320
H -1.3527 3.0623 -2.6621
H 0.0808 3.4304 -3.6598
H 3.1058 -0.2779 -4.0255
H 3.9553 -2.3366 -2.7802
C 1.8767 -2.5862 1.0340
C 0.5077 -2.4216 0.8610
C -0.3205 -2.3836 1.9729
C 0.1957 -2.5282 3.2549
C 1.5562 -2.7230 3.4191
C 2.3905 -2.7566 2.3163
H 3.4528 -2.9121 2.4306
H 1.9630 -2.8501 4.4102
H -0.4647 -2.4917 4.1076
C -1.8003 -2.2010 1.7907
F -2.4676 -3.3682 1.7786
F -2.3512 -1.4639 2.7702
F -2.1063 -1.5813 0.6375
H 0.0869 -2.3418 -0.1297
*
```

No. 2
Below is a 6-piece molecular cluster, C26H58FN7O11S2 overall, with properties calculated with ωB97M-V with the def2-TZVPD basis set.

The total energy comes out at -85233.396 eV. Its largest force on an atom is 7.988 eV Å⁻¹. The highest occupied orbital energy is -8.7296 eV.

ORCA input file:
```
! wB97M-V def2-TZVPD RIJCOSX def2/J DEFGRID3
* xyz 0 1
C 0.7794 -1.8330 -4.8084
C 0.4575 -2.7848 -3.4726
O 1.2173 -3.8743 -3.3420
N -0.6823 -2.3569 -2.5774
C -1.9230 -2.4454 -3.4909
C -0.8505 -3.2413 -1.3629
C -1.5661 -2.5252 -0.0724
C -2.3204 -1.1057 -0.3928
C -2.8074 -0.4233 1.0548
N -2.2432 0.9606 1.2834
C -2.7708 1.6204 2.5356
C -2.6052 0.7520 3.9144
C -1.0943 0.9851 4.5812
C 0.1265 0.4227 3.6416
S 1.0932 1.7409 2.7232
O 0.6035 3.1916 2.9525
O 0.9026 1.4503 1.1837
O 2.7799 1.6689 3.1388
S -2.8353 1.9955 -0.0351
O -4.2071 1.4931 -0.6153
O -3.1104 3.4662 0.4369
F -1.6122 2.1268 -1.2577
H 0.0374 -2.1701 -5.6743
H 0.7361 -0.6874 -4.5727
H 1.8604 -2.1509 -5.1909
H -2.0145 -1.4378 -4.0941
H -2.8768 -2.6586 -2.8268
H -1.7196 -3.3187 -4.2742
H 0.1733 -3.7024 -0.9580
H -1.5222 -4.1927 -1.6253
H -0.7777 -2.3102 0.7978
H -2.3808 -3.2340 0.4227
H -1.5756 -0.4266 -0.9884
H -3.3240 -1.3444 -0.9757
H -2.4072 -1.1854 1.8821
H -3.9741 -0.3932 1.1731
H -3.9032 1.9598 2.4624
H -2.1158 2.6071 2.6893
H -2.9108 -0.3744 3.8403
H -3.3561 1.2391 4.7047
H -1.0375 0.5342 5.6842
H -1.0087 2.1659 4.7353
H -0.2358 -0.3630 2.8445
H 0.9011 -0.1295 4.3478
H 3.2138 2.5302 2.8461
C -6.9977 -1.0308 -2.3862
O -5.9441 -1.6418 -2.2590
N -7.1384 0.2029 -2.9855
C -8.4232 0.8615 -3.0968
C -5.9659 0.8620 -3.5210
H -7.9503 -1.4420 -2.0139
H -8.6455 1.0258 -4.1551
H -8.3734 1.8231 -2.5780
H -9.2171 0.2548 -2.6532
H -5.5134 0.2202 -4.2831
H -5.2427 1.0135 -2.7140
H -6.2322 1.8262 -3.9625
C 6.4786 3.4739 2.8011
O 5.3597 3.9453 2.6416
N 7.0208 2.4382 2.0702
C 8.3558 1.9364 2.3213
C 6.2323 1.8322 1.0181
H 7.1617 3.8613 3.5748
H 8.9535 2.0523 1.4126
H 8.2910 0.8771 2.5861
H 8.8350 2.4822 3.1383
H 5.9703 2.5990 0.2828
H 5.3111 1.4297 1.4503
H 6.7912 1.0293 0.5296
C -4.1179 -1.1909 6.1746
O -3.3508 -1.5862 5.3057
N -4.3140 -1.7911 7.4003
C -5.2424 -1.2601 8.3765
C -3.5691 -2.9897 7.7232
H -4.7333 -0.2875 6.0319
H -4.6934 -1.0183 9.2911
H -6.0003 -2.0187 8.5923
H -5.7337 -0.3577 8.0034
H -2.4987 -2.7668 7.6784
H -3.7989 -3.7621 6.9831
H -3.8287 -3.3488 8.7229
C -3.9763 -1.1068 -6.4306
O -3.6030 -1.1494 -5.2650
N -3.6651 -0.1122 -7.3332
C -4.1475 -0.1344 -8.6984
C -2.8298 0.9898 -6.9045
H -4.6161 -1.8954 -6.8594
H -3.2891 -0.1453 -9.3763
H -4.7453 0.7641 -8.8765
H -4.7633 -1.0182 -8.8846
H -1.8671 0.5959 -6.5649
H -3.3158 1.5006 -6.0678
H -2.6703 1.6958 -7.7242
C 11.8435 1.8291 0.6668
O 10.7246 2.3005 0.5072
N 12.3857 0.7935 -0.0641
C 13.7207 0.2916 0.1869
C 11.5972 0.1874 -1.1162
H 12.5265 2.2165 1.4405
H 14.3184 0.4076 -0.7218
H 13.6559 -0.7677 0.4518
H 14.1999 0.8374 1.0040
H 11.3351 0.9542 -1.8516
H 10.6760 -0.2150 -0.6841
H 12.1561 -0.6154 -1.6047
*
```

No. 3
Below is C35H27ClCoN2O2P as an isolated structure, with properties calculated with ωB97M-V with the def2-TZVPD basis set.

The energy above the lowest of the compared OMol25 structures with the same formula, charge and spin comes out at 0.300 eV. The total energy comes out at -103241.554 eV. Its largest force on an atom is 1.224 eV Å⁻¹. The highest occupied orbital energy (spin up / spin down) is -10.0217 / -10.2305 eV.

ORCA input file:
```
! wB97M-V def2-TZVPD RIJCOSX def2/J DEFGRID3
* xyz 1 2
Co -1.3708 1.3772 0.3699
C -0.3806 4.4333 1.2199
O -0.4113 3.0181 1.4008
C 0.3063 2.4995 2.4664
C 1.1810 3.2408 3.2380
C 1.8445 2.6359 4.2970
C 1.6267 1.2980 4.5859
C 0.7538 0.5556 3.8133
C 0.0937 1.1410 2.7315
N -0.8291 0.4555 1.9227
N -0.9333 -0.8044 2.1125
C -1.8340 -1.5713 1.5095
C -2.7629 -1.0617 0.5306
O -2.7849 0.1719 0.2145
C -3.6848 -1.9600 -0.0678
C -3.7213 -3.2662 0.2914
C -2.8164 -3.8156 1.2490
C -2.8591 -5.1789 1.5908
C -1.9748 -5.7010 2.5009
C -1.0220 -4.8706 3.1010
C -0.9735 -3.5299 2.7954
C -1.8615 -2.9756 1.8602
H 0.6088 4.7604 0.8964
H -0.6595 4.9408 2.1430
H -1.1057 4.6684 0.4462
H 1.3548 4.2875 3.0331
H 2.5208 3.2245 4.9014
H 2.1298 0.8356 5.4240
H 0.5555 -0.4827 4.0279
H -4.3643 -1.5502 -0.8040
H -4.4460 -3.9271 -0.1698
H -3.6057 -5.8113 1.1255
H -2.0185 -6.7500 2.7620
H -0.3201 -5.2886 3.8104
H -0.2474 -2.8870 3.2717
Cl -2.1931 2.6853 -1.3430
C -0.8910 2.9047 -2.4846
C -1.0100 3.9260 -3.4093
C 0.0338 4.1590 -4.2900
C 1.1762 3.3761 -4.2330
C 1.2707 2.3439 -3.3128
C 0.2294 2.0787 -2.4253
P 0.3223 0.7845 -1.1270
C 2.1097 0.5596 -0.9023
C 2.7505 1.2679 0.1112
C 4.1250 1.1701 0.2638
C 4.8613 0.3632 -0.5904
C 4.2241 -0.3541 -1.5948
C 2.8506 -0.2617 -1.7524
C -0.2084 -0.7639 -1.9166
C 0.1331 -1.9541 -1.2697
C -0.3012 -3.1678 -1.7735
C -1.0937 -3.1997 -2.9136
C -1.4416 -2.0197 -3.5530
C -1.0047 -0.7994 -3.0556
H -1.9059 4.5326 -3.4324
H -0.0483 4.9594 -5.0124
H 2.0012 3.5694 -4.9053
H 2.1653 1.7382 -3.2766
H 2.1701 1.8884 0.7852
H 4.6204 1.7190 1.0540
H 5.9342 0.2866 -0.4732
H 4.7986 -0.9888 -2.2566
H 2.3513 -0.8269 -2.5296
H 0.7642 -1.9271 -0.3878
H -0.0287 -4.0888 -1.2738
H -1.4400 -4.1478 -3.3043
H -2.0465 -2.0444 -4.4502
H -1.2670 0.1198 -3.5666
*
```

No. 4
Below is a 13-piece molecular cluster, H27O13 overall, with properties calculated with ωB97M-V with the def2-TZVPD basis set.

The energy above the lowest of the compared OMol25 structures with the same formula, charge and spin comes out at 1.531 eV. The total energy comes out at -27052.299 eV. Its largest force on an atom is 2.284 eV Å⁻¹. The highest occupied orbital energy (spin up / spin down) is -2.9475 / -11.0792 eV.

ORCA input file:
```
! wB97M-V def2-TZVPD RIJCOSX def2/J DEFGRID3
* xyz 0 2
O -1.3029 -4.0971 -0.9630
H -0.8962 -3.4183 -1.4878
H -0.9635 -4.1631 -0.0711
O 1.6397 0.0596 3.3353
H 2.4236 -0.2495 3.7842
H 1.6215 0.0776 1.8803
O -3.0025 -2.5245 1.1255
H -3.8997 1.2548 -2.3579
O 1.0660 1.2358 -3.0175
H 0.2652 1.5700 -2.6034
H 0.9034 1.1555 -3.9615
O 2.0638 2.8331 0.5116
H 2.1607 3.0192 1.4554
H 1.1315 2.9254 0.3861
O 1.0916 -2.3610 1.9102
H 0.2491 -2.3982 1.4450
H 1.2863 -3.1769 2.3587
O -2.4518 2.7960 -0.3911
H -2.1940 1.8571 -0.4129
H -2.5235 3.1425 -1.2746
O -2.9764 1.0413 -2.5294
H -3.0588 0.1601 -2.9161
H 2.5949 -0.2129 0.4124
O -0.2503 -1.1386 -2.4163
H -0.8729 -0.8638 -1.7269
H 0.3151 -0.3715 -2.6130
O -1.3097 0.4865 -0.4515
H -0.3891 0.6254 -0.1462
H -1.4657 -0.2686 0.1529
O -0.1368 2.1513 1.5625
H -0.9405 1.8343 1.1397
H -0.3125 2.9741 2.0320
O 3.8461 -0.7811 0.1431
H 4.2911 -0.6863 1.0135
H 4.4654 -0.4399 -0.5147
O 1.6844 0.1917 0.8294
H 1.8612 1.1558 0.6139
H 0.8180 -0.2190 3.7580
H -3.3362 -2.1334 0.3154
H -3.3411 -2.0568 1.8809
*
```